[1]
Below is a 2-piece molecular cluster, C6H13NO overall, with properties calculated with wB97M-V/def2-TZVPD.

Results
ΔE to the lowest compared entry with this formula, charge and spin ... 95.88 kcal/mol
Maximum force ... 5.0 eV/A
Orbital gap ... 9.14 eV
Structure (SMILES) ... CC(C)(N)C=C=O.C
HOMO level ... -0.316 Eh

Cartesian coordinates (Å):
O 1.5923 -1.7276 0.0317
N 1.4209 1.4339 0.6124
C -0.3889 0.5985 1.9909
C -0.1229 -2.6129 -1.8291
C -0.8151 2.2168 0.1144
C 0.5644 -1.1871 -0.4147
C 0.0175 1.0147 0.5704
C -0.2473 -0.1523 -0.4001
H -0.0944 -1.9274 -2.6665
H -0.5406 2.5154 -0.8990
H -1.4410 0.3154 2.0216
H -1.8792 1.9789 0.1225
H -0.2299 1.4291 2.6789
H 2.0107 0.6638 0.9103
H -1.1263 -0.1231 -1.0207
H 1.7312 1.7114 -0.3130
H 0.2078 -0.2525 2.3206
H 0.8560 -2.5998 -1.0758
H -1.0784 -2.7577 -1.3401
H 0.1996 -3.5954 -2.1976
H -0.6364 3.0580 0.7827

natural (NBO) atomic charge list, values in e, 8 entries: atom 1 (O): -0.647, atom 2 (N): -0.833, atom 3 (C): -0.607, atom 4 (C): -0.962, atom 5 (C): -0.602, atom 6 (C): 0.679, atom 7 (C): 0.125, atom 8 (C): -0.527



[2]
Below is one molecule with the formula C6H13NO, with properties calculated with wB97M-V/def2-TZVPD.

Results
ΔE to the lowest compared entry with this formula, charge and spin ... 42.80 kcal/mol
Maximum force ... 0.9 eV/A
Orbital gap ... 10.23 eV
Structure (SMILES) ... C=CCC[C@H](N)CO
HOMO level ... -0.339 Eh

Cartesian coordinates (Å):
O -0.5044 1.9290 -0.6578
N -0.1431 -1.0251 -2.5118
C 0.1661 1.0148 2.6169
C 0.1563 -1.3998 -0.0951
C -0.4559 -1.0411 1.2885
C -0.2327 -0.4142 -1.1877
C 0.4573 0.9521 -1.0251
C 0.4472 -0.1678 2.1026
H -1.2926 -0.1919 -1.0535
H -0.6387 -1.9869 1.8153
H 1.4603 -0.5487 2.2129
H -0.2012 -2.3937 -0.3470
H -0.1248 2.5206 -0.0020
H -0.8564 1.3935 2.5626
H 1.3097 0.9149 -0.3360
H 0.9587 1.2299 -1.9639
H -1.4206 -0.5478 1.1818
H 0.7067 -1.5601 -2.6555
H 1.2440 -1.3907 0.0272
H 0.8678 1.6154 3.1851
H -0.1568 -0.3245 -3.2449

natural (NBO) atomic charge list, values in e, 8 entries: atom 1 (O): -0.726, atom 2 (N): -0.828, atom 3 (C): -0.421, atom 4 (C): -0.387, atom 5 (C): -0.444, atom 6 (C): -0.082, atom 7 (C): -0.079, atom 8 (C): -0.159



[3]
Below is one molecule with the formula C6H13NO, with properties calculated with wB97M-V/def2-TZVPD.

Results
ΔE to the lowest compared entry with this formula, charge and spin ... 50.61 kcal/mol
Maximum force ... 3.5 eV/A
Orbital gap ... 9.72 eV
Structure (SMILES) ... CCNC(C)(C)C=O
HOMO level ... -0.322 Eh

Cartesian coordinates (Å):
O -0.7772 -0.2706 -1.9133
N 0.1449 -0.4876 0.7807
C -2.4711 -0.8139 0.3468
C -0.1655 0.5445 -1.2352
C 1.5381 1.4795 0.3729
C 1.9677 -0.6909 -0.8570
C 0.9170 0.2239 -0.2302
C -1.4436 -0.1658 1.2021
H 0.1139 -1.4717 0.5252
H 2.1916 1.1957 1.1989
H 2.6127 -1.0872 -0.0743
H -1.4403 -0.5547 2.2222
H 2.5769 -0.1390 -1.5711
H 1.4877 -1.5182 -1.3775
H -2.5089 -1.8864 0.4879
H -2.1601 -0.6532 -0.7568
H -1.4911 0.9201 1.1942
H 0.7669 2.1473 0.7588
H -3.4473 -0.3674 0.4736
H -0.5387 1.5829 -1.1723
H 2.1266 2.0129 -0.3755

natural (NBO) atomic charge list, values in e, 8 entries: atom 1 (O): -0.557, atom 2 (N): -0.630, atom 3 (C): -0.675, atom 4 (C): 0.450, atom 5 (C): -0.608, atom 6 (C): -0.607, atom 7 (C): -0.021, atom 8 (C): -0.201



[4]
Below is a 2-piece molecular cluster, C6H13NO overall, with properties calculated with wB97M-V/def2-TZVPD.

Results
ΔE to the lowest compared entry with this formula, charge and spin ... 62.67 kcal/mol
Maximum force ... 2.8 eV/A
Orbital gap ... 8.18 eV
Structure (SMILES) ... C=CC/C(C)=C/N.O
HOMO level ... -0.282 Eh

Cartesian coordinates (Å):
O 0.2199 -3.5327 -5.8486
N 0.0762 -0.9587 -0.8394
C -0.1063 0.3321 -0.3035
C -2.2641 0.9774 1.6799
C 1.7935 -0.1233 1.2516
C -1.4354 2.0180 1.7951
C 0.0811 1.8234 1.6585
C 0.5379 0.5643 0.8563
H 0.0895 -1.0531 -1.8403
H -1.8248 3.0431 1.8255
H 2.2833 0.5054 2.0372
H 0.0940 -3.2087 -4.9447
H 1.6381 -1.0817 1.7723
H 2.5196 -0.1940 0.4559
H 0.4301 1.8055 2.7175
H -1.9671 -0.0043 1.3802
H 0.5930 -1.6356 -0.2812
H 0.5089 2.7089 1.2029
H 0.9091 -4.1759 -5.6159
H -0.8337 0.9983 -0.7459
H -3.3429 1.1915 1.7865

natural (NBO) atomic charge list, values in e, 8 entries: atom 1 (O): -0.920, atom 2 (N): -0.841, atom 3 (C): -0.002, atom 4 (C): -0.415, atom 5 (C): -0.654, atom 6 (C): -0.172, atom 7 (C): -0.466, atom 8 (C): -0.093



[5]
Below is a 2-piece molecular cluster, C6H13NO overall, with properties calculated with wB97M-V/def2-TZVPD.

Results
ΔE to the lowest compared entry with this formula, charge and spin ... 141.69 kcal/mol
Maximum force ... 6.1 eV/A
Orbital gap ... 7.19 eV
HOMO level ... -0.231 Eh

Cartesian coordinates (Å):
O 2.6933 0.3405 -0.2720
N 0.4348 1.6106 0.4342
C 2.3817 -0.3147 0.9890
C -2.6484 -0.8605 0.2089
C 0.1813 0.3937 0.9698
C -1.5228 0.1010 -1.8166
C 0.1479 -0.8469 0.2714
C -1.5640 -0.4348 -0.4270
H -3.6303 -0.8805 -0.2667
H -2.5961 -1.3356 1.1859
H -0.3333 0.4100 1.9264
H 0.9158 1.5937 -0.4718
H -1.1345 1.1243 -1.8416
H 3.4760 0.9076 -0.2181
H 2.8112 0.2297 1.8374
H 0.7231 -0.9989 -0.6310
H 0.3480 2.4198 1.0304
H -2.5096 0.1052 -2.2945
H 2.7727 -1.3373 0.9777
H -0.8686 -0.5038 -2.4527
H -0.0781 -1.7231 0.8609

natural (NBO) atomic charge list, values in e, 8 entries: atom 1 (O): -0.798, atom 2 (N): -0.797, atom 3 (C): -0.309, atom 4 (C): -0.468, atom 5 (C): 0.145, atom 6 (C): -0.679, atom 7 (C): -0.393, atom 8 (C): 0.014



[6]
Below is an isolated ion of composition C6H13NO and charge +1, with properties calculated with wB97M-V/def2-TZVPD.

Results
ΔE to the lowest compared entry with this formula, charge and spin ... 39.49 kcal/mol
Maximum force ... 4.6 eV/A
Spin multiplicity ... 2
Orbital gap (alpha / beta) ... 11.17 / 6.68 eV
Net charge ... +1
HOMO level (alpha / beta) ... -0.549 / -0.546 Eh

Cartesian coordinates (Å):
O 1.1533 -0.1021 3.3766
N 0.9807 -0.9561 0.0776
C 1.6550 -0.1069 2.2936
C -0.4162 -1.1862 0.0578
C 1.7048 -1.2148 1.3305
C -1.5887 0.8031 -1.2409
C -0.4852 1.5588 -1.9797
C -1.2090 0.1684 0.0933
H -2.1365 -0.0566 0.6265
H 1.9724 0.8648 1.8449
H -0.6776 0.8505 0.7688
H 1.3034 -0.1297 -0.4158
H 0.2201 2.0201 -1.2714
H -1.9026 -0.0298 -1.8830
H -0.6580 -1.5529 -0.9585
H -0.7403 -1.9522 0.7514
H 1.3032 -2.1482 1.7591
H -2.4132 1.4880 -1.0822
H 0.2006 0.9862 -2.6125
H -0.9415 2.3355 -2.5871
H 2.6753 -1.6398 1.0511

natural (NBO) atomic charge list, values in e, 8 entries: atom 1 (O): -0.385, atom 2 (N): -0.135, atom 3 (C): 0.408, atom 4 (C): -0.282, atom 5 (C): -0.400, atom 6 (C): -0.414, atom 7 (C): -0.627, atom 8 (C): -0.379



[7]
Below is a 2-piece molecular cluster, C6H13NO2 overall, with properties calculated with wB97M-V/def2-TZVPD.

Results
ΔE to the lowest compared entry with this formula, charge and spin ... 61.30 kcal/mol
Maximum force ... 2.3 eV/A
Orbital gap ... 9.99 eV
Structure (SMILES) ... [H]/N=C(/C)O.CCC(C)=O
HOMO level ... -0.337 Eh

Cartesian coordinates (Å):
O -1.2284 1.3043 -0.1926
O 0.8748 -1.3875 -0.4538
N -0.7605 -0.2794 -2.0869
C 2.9359 -0.1970 1.1203
C -1.3871 0.7037 -1.8065
C -0.7124 -0.9683 1.2446
C 0.6348 -1.1925 0.7577
C -2.3713 1.5780 -2.4805
C 1.7893 -1.0141 1.7127
H -1.4615 -1.5132 0.6740
H 3.3324 -0.6782 0.2275
H -0.8332 -1.1543 2.3076
H -2.5304 1.2219 -3.4968
H -1.9024 1.9511 0.0523
H 2.1387 -2.0166 1.9834
H -0.9578 0.1730 0.8931
H -0.0147 -0.8445 -1.3444
H -1.9992 2.6015 -2.4964
H 1.4323 -0.5572 2.6387
H 3.7442 -0.0981 1.8450
H -3.3187 1.5662 -1.9426
H 2.5952 0.8013 0.8436

natural (NBO) atomic charge list, values in e, 8 entries: atom 1 (O): -0.911, atom 2 (O): -0.615, atom 3 (N): -0.641, atom 4 (C): -0.600, atom 5 (C): 0.576, atom 6 (C): -0.813, atom 7 (C): 0.654, atom 8 (C): -0.703



[8]
Below is one molecule with the formula C6H13NO2, with properties calculated with wB97M-V/def2-TZVPD.

Results
ΔE to the lowest compared entry with this formula, charge and spin ... 78.00 kcal/mol
Maximum force ... 6.7 eV/A
Orbital gap ... 9.32 eV
Structure (SMILES) ... CN(C(=O)O)C(C)(C)C
HOMO level ... -0.320 Eh

Cartesian coordinates (Å):
O 0.6203 2.5308 -0.7522
O -0.6041 1.8290 -2.4664
N -0.0321 -0.1944 -0.8695
C 0.0056 1.5390 -1.4631
C -1.1922 -0.8189 -1.4663
C -0.7066 0.5276 1.4276
C 0.2572 -0.1319 0.4743
C 0.1247 -1.9946 0.6808
C 1.7182 0.1656 0.7550
H 2.3575 -0.3555 0.0461
H -2.0456 -0.9288 -0.7953
H -1.4897 -0.1920 -2.3080
H -1.3222 1.3322 1.0262
H 0.6439 -2.5321 -0.1021
H -0.8941 -1.7777 -1.8918
H 0.6058 -2.1003 1.6466
H 0.6666 3.3209 -1.3214
H 1.8994 1.2338 0.6523
H -0.9239 -2.2462 0.7868
H -0.2200 1.0297 2.2638
H -1.4398 -0.1216 1.8997
H 1.9709 -0.1147 1.7770

natural (NBO) atomic charge list, values in e, 8 entries: atom 1 (O): -0.711, atom 2 (O): -0.619, atom 3 (N): -0.459, atom 4 (C): 0.872, atom 5 (C): -0.429, atom 6 (C): -0.680, atom 7 (C): 0.197, atom 8 (C): -0.604